The following is a DFT calculation (wB97M-V/def2-TZVPD) of a single C3H8N2O molecule.

Bonds (Å) are listed after each position.
Cartesian coordinates (Å):
1 O -0.2221 -0.2564 -1.7043  C6 1.209
2 N 0.9056 -0.2879 0.2882  C4 1.453, C6 1.354, H11 1.007
3 N -1.4664 -0.4553 0.2382  C5 1.582, C6 1.473, H7 1.020, H10 1.021
4 C 2.2196 -0.0707 -0.2925  N2 1.453, H9 1.091, H12 1.096, H13 1.095
5 C -2.3108 0.8440 0.5547  N3 1.582, H8 1.107, H14 1.105
6 C -0.1971 -0.3226 -0.4975  O1 1.209, N2 1.354, N3 1.473
7 H -1.3548 -0.9392 1.1290  N3 1.020
8 H -1.5937 1.4354 1.1563  C5 1.107
9 H 2.0857 -0.0311 -1.3744  C4 1.091
10 H -2.0607 -1.0352 -0.3551  N3 1.021
11 H 0.8009 -0.1812 1.2844  N2 1.007
12 H 2.8965 -0.8948 -0.0411  C4 1.096
13 H 2.6531 0.8736 0.0543  C4 1.095
14 H -2.3557 1.3215 -0.4403  C5 1.105

Properties
electronic energy = -8265.7777 eV
ΔE to the lowest compared entry with this formula, charge and spin = 81.8 kcal per mole
spin multiplicity = 1
E_LUMO = 0.42 eV
gap between HOMO and LUMO = 7.399 eV
maximum force = 0.01002 Eh/bohr

These are the Löwdin partial charges, in e, on atoms 1 to 6: 0.0929, 0.0242, -0.0334, -0.0559, -0.1277, -0.5216

=====

The following is a DFT calculation (wB97M-V/def2-TZVPD) of a single C3H8N2O molecule.

Bonds (Å) are listed after each position.
Cartesian coordinates (Å):
1 O -3.2396 -0.2281 0.0392  C4 1.199
2 N 1.7055 -0.9304 -0.3000  N3 1.416, H12 1.014, H13 1.023
3 N 1.0956 -0.1549 0.7163  N2 1.416, C6 1.455, H11 1.020
4 C -2.0658 -0.3235 0.2623  O1 1.199, C5 1.504, H7 1.105
5 C -0.9693 0.2229 -0.6108  C4 1.504, C6 1.536, H8 1.093, H10 1.090
6 C 0.2109 0.8494 0.1463  N3 1.455, C5 1.536, H9 1.105, H14 1.092
7 H -1.6855 -0.8557 1.1531  C4 1.105
8 H -0.5752 -0.6164 -1.1895  C5 1.093
9 H 0.7491 1.5075 -0.5598  C6 1.105
10 H -1.3908 0.9514 -1.3034  C5 1.090
11 H 1.7646 0.3044 1.3350  N3 1.020
12 H 2.0936 -1.7627 0.1297  N2 1.014
13 H 2.4528 -0.4323 -0.7902  N2 1.023
14 H -0.1458 1.4685 0.9718  C6 1.092

Properties
electronic energy = -8266.9806 eV
ΔE to the lowest compared entry with this formula, charge and spin = 54.1 kcal per mole
spin multiplicity = 1
SMILES string = NNCCC=O
E_LUMO = 0.88 eV
gap between HOMO and LUMO = 10.039 eV
maximum force = 0.01503 Eh/bohr

These are the Löwdin partial charges, in e, on atoms 1 to 6: 0.0501, -0.0243, -0.1663, -0.2832, -0.1595, -0.2443